Entry 1:
91
Properties=species:S:1:pos:R:3 method="wB97M-V/def2-TZVPD" molar_mass_g_mol=609.39 e_tot_ha=-2332.4171 total_charge=+3 orbital_gap_ev=4.39 lumo_energy_ev=-10.8 multiplicity=1 homo_ha=-0.5599
Sr -2.51 2.08 -2.40
Ca 0.36 4.62 -0.24
O 0.29 0.34 0.59
C -0.16 0.99 -0.47
O 0.03 2.26 -0.57
O -0.90 0.41 -1.31
H -0.10 -0.58 0.56
C -2.21 -3.12 3.34
C -0.79 -3.58 3.68
C 0.17 -2.42 3.81
O -0.69 -4.48 4.76
H -2.93 -3.93 3.39
H -2.19 -2.76 2.30
H -2.53 -2.30 3.99
H -0.47 -4.14 2.79
H 0.22 -1.82 2.90
H 1.17 -2.82 3.99
H -0.06 -1.82 4.69
H -1.41 -4.32 5.38
C 3.43 0.16 1.74
C 4.55 -0.32 0.82
C 4.07 -0.65 -0.59
O 5.60 0.66 0.77
H 2.55 -0.48 1.63
H 3.11 1.17 1.47
H 3.75 0.14 2.78
H 5.01 -1.22 1.23
H 3.59 -1.63 -0.63
H 4.94 -0.74 -1.23
H 3.38 0.11 -0.97
H 5.22 1.47 0.43
C -3.65 -1.94 -4.77
C -2.83 -0.96 -3.97
C -1.62 -0.47 -4.70
O -3.67 0.23 -3.68
H -3.85 -1.52 -5.76
H -4.58 -2.19 -4.26
H -3.10 -2.87 -4.92
H -2.57 -1.38 -3.00
H -1.00 0.15 -4.03
H -1.90 0.13 -5.56
H -1.01 -1.30 -5.04
H -4.53 0.13 -4.12
C -3.43 -0.10 1.27
C -3.82 -0.30 -0.17
C -5.01 -1.22 -0.35
O -4.08 1.01 -0.81
H -3.17 -1.04 1.75
H -4.18 0.39 1.91
H -2.56 0.58 1.33
H -2.92 -0.66 -0.65
H -4.77 -2.21 0.04
H -5.26 -1.34 -1.40
H -5.89 -0.81 0.15
H -4.42 1.62 -0.13
C -1.50 -3.94 -1.49
C -0.45 -3.30 -0.63
C 0.82 -2.97 -1.37
O -0.97 -2.08 -0.02
H -1.75 -3.30 -2.34
H -2.40 -4.22 -0.95
H -1.11 -4.87 -1.92
H -0.24 -3.90 0.26
H 1.28 -3.87 -1.78
H 1.55 -2.47 -0.73
H 0.58 -2.33 -2.24
H -1.01 -1.35 -0.65
C -0.35 4.10 3.39
C 1.12 4.17 2.97
C 2.05 3.48 3.94
O 1.32 3.62 1.62
H -0.97 3.56 2.65
H -0.81 5.08 3.50
H -0.51 3.56 4.33
H 1.41 5.22 2.93
H 1.84 2.42 4.05
H 2.08 3.98 4.91
H 3.08 3.54 3.58
H 1.29 2.65 1.67
C 2.87 2.44 -2.84
C 3.25 3.06 -1.52
C 4.74 3.40 -1.42
O 2.47 4.28 -1.31
H 1.80 2.22 -2.87
H 3.48 1.58 -3.09
H 3.06 3.17 -3.64
H 3.01 2.38 -0.71
H 5.30 2.64 -1.95
H 5.06 3.51 -0.39
H 4.92 4.32 -1.99
H 3.02 5.00 -1.67

***

Entry 2:
95
Properties=species:S:1:pos:R:3 method="wB97M-V/def2-TZVPD" molar_mass_g_mol=655.04 e_tot_ha=-3504.9165 total_charge=-1 orbital_gap_ev=2.68 lumo_energy_ev=-0.6 multiplicity=1 homo_ha=-0.1187
C -4.16 0.64 1.36
C -5.41 -0.35 1.72
C -5.91 -1.31 0.48
C -4.81 -2.42 -0.03
C -4.38 -3.52 1.11
C -3.12 -2.98 2.02
P -1.46 -3.88 1.74
Cl -0.57 -1.91 1.51
C 0.29 -4.63 1.49
C 1.40 -4.08 2.61
C 2.75 -3.44 1.91
C 2.94 -1.83 2.16
N 4.32 -1.41 1.60
P -1.67 -3.90 -0.44
O -1.15 -5.49 -0.93
O -0.77 -2.62 -1.21
H -3.73 0.53 0.27
H -4.41 1.78 1.61
H -3.27 0.35 2.09
H -5.20 -1.04 2.64
H -6.33 0.35 1.99
H -6.99 -1.77 0.71
H -6.10 -0.58 -0.44
H -5.15 -2.93 -1.04
H -3.81 -1.82 -0.30
H -5.31 -3.60 1.85
H -4.23 -4.62 0.69
H -3.42 -3.14 3.17
H -2.96 -1.82 1.89
H -1.19 -3.85 3.15
H -2.07 -5.21 1.83
H 0.77 -4.35 0.44
H 0.21 -5.81 1.54
H 1.77 -5.07 3.17
H 0.93 -3.41 3.44
H 3.69 -3.97 2.42
H 2.85 -3.65 0.76
H 2.96 -1.51 3.29
H 2.16 -1.15 1.59
H 4.20 -0.37 1.43
H 4.29 -1.81 0.61
H -1.96 -6.03 -1.20
H 0.20 -2.88 -1.18
O -7.14 3.25 0.00
P -6.68 4.72 -0.15
O -8.00 5.19 -1.04
C -9.20 5.42 -0.33
C -9.14 6.71 0.47
O -5.68 4.36 -1.44
C -5.12 3.07 -1.63
C -5.93 2.29 -2.64
O -6.15 6.36 -0.32
C -5.19 6.82 -1.25
C -5.80 7.07 -2.62
H -9.42 4.57 0.32
H -10.01 5.49 -1.07
H -8.39 6.63 1.27
H -10.11 6.93 0.92
H -8.84 7.55 -0.17
H -5.01 2.54 -0.68
H -4.10 3.22 -2.02
H -6.97 2.19 -2.32
H -5.51 1.30 -2.80
H -5.95 2.82 -3.60
H -4.32 6.16 -1.29
H -4.82 7.78 -0.87
H -6.21 6.15 -3.05
H -5.05 7.47 -3.31
H -6.63 7.78 -2.55
O 10.51 -1.84 0.81
P 9.96 -1.76 -0.64
O 10.21 -0.13 -0.79
C 11.54 0.30 -1.04
C 11.95 -0.01 -2.46
O 8.38 -1.68 -0.11
C 7.96 -2.24 1.12
C 7.87 -1.14 2.17
O 9.34 -1.67 -2.25
C 7.97 -1.64 -2.60
C 7.40 -0.24 -2.50
H 12.22 -0.16 -0.32
H 11.56 1.38 -0.87
H 12.01 -1.09 -2.63
H 12.93 0.43 -2.68
H 11.22 0.39 -3.17
H 8.61 -3.06 1.44
H 6.96 -2.66 0.96
H 8.83 -0.64 2.31
H 7.55 -1.55 3.13
H 7.16 -0.37 1.86
H 7.39 -2.38 -2.03
H 7.91 -1.96 -3.65
H 7.45 0.15 -1.47
H 6.35 -0.22 -2.82
H 7.97 0.46 -3.12

***

Entry 3:
90
Properties=species:S:1:pos:R:3 method="wB97M-V/def2-TZVPD" molar_mass_g_mol=506.69 e_tot_ha=-1904.1748 total_charge=+1 orbital_gap_ev=6.70 lumo_energy_ev=-3.5 multiplicity=1 homo_ha=-0.3734
C 4.83 1.01 0.87
O 4.49 2.44 0.84
C 3.12 2.68 0.37
C 2.00 1.60 0.90
C 0.44 2.13 0.78
P -0.69 0.55 0.86
H 6.01 0.95 0.70
H 4.66 0.55 1.96
H 4.35 0.36 0.02
H 2.80 3.79 0.69
H 3.10 2.69 -0.81
H 2.21 1.23 2.00
H 2.08 0.66 0.17
H 0.23 2.86 1.71
H 0.26 2.71 -0.23
H -1.63 0.50 -0.24
H 0.22 -0.60 0.80
H -1.47 0.48 2.07
C -0.53 -4.06 -5.60
O -1.72 -3.28 -5.58
C -2.91 -4.05 -5.36
C -3.47 -3.79 -3.95
N -2.61 -4.38 -2.91
C -2.91 -3.91 -1.55
C -2.79 -2.40 -1.27
O -1.45 -1.90 -1.30
C -0.95 -1.63 -2.60
H 0.28 -3.45 -6.00
H -0.25 -4.38 -4.60
H -0.64 -4.94 -6.25
H -2.75 -5.12 -5.54
H -3.64 -3.69 -6.09
H -4.47 -4.22 -3.87
H -3.55 -2.70 -3.83
H -1.64 -4.16 -3.12
H -2.21 -4.44 -0.89
H -3.92 -4.25 -1.28
H -3.13 -2.24 -0.24
H -3.45 -1.79 -1.89
H -1.73 -1.27 -3.28
H -0.47 -2.52 -3.00
H -0.18 -0.86 -2.52
C -5.50 -2.29 1.64
O -4.70 -3.46 1.65
C -3.95 -3.64 2.87
C -4.53 -4.80 3.70
N -5.83 -4.44 4.28
C -6.57 -5.59 4.82
C -6.94 -6.73 3.85
O -7.91 -6.38 2.86
C -7.39 -5.69 1.74
H -5.85 -2.12 0.62
H -6.38 -2.41 2.28
H -4.93 -1.41 1.97
H -3.88 -2.72 3.45
H -2.94 -3.91 2.56
H -3.83 -5.04 4.51
H -4.61 -5.66 3.04
H -6.40 -4.00 3.57
H -7.51 -5.18 5.22
H -6.02 -6.00 5.67
H -7.41 -7.52 4.45
H -6.06 -7.20 3.39
H -6.38 -6.01 1.48
H -7.41 -4.61 1.93
H -8.04 -5.87 0.89
C 7.84 7.63 -2.46
O 6.51 7.95 -2.06
C 5.61 6.84 -2.16
C 5.22 6.31 -0.77
N 6.35 5.62 -0.14
C 6.16 5.36 1.30
C 5.94 6.57 2.23
O 7.09 7.41 2.38
C 7.29 8.34 1.33
H 8.40 8.57 -2.55
H 8.34 7.02 -1.71
H 7.85 7.12 -3.43
H 5.99 6.05 -2.81
H 4.70 7.24 -2.64
H 4.38 5.61 -0.87
H 4.89 7.16 -0.18
H 7.19 6.18 -0.25
H 7.06 4.84 1.64
H 5.32 4.66 1.42
H 5.73 6.18 3.23
H 5.06 7.17 1.95
H 6.35 8.70 0.90
H 7.91 7.88 0.55
H 7.85 9.19 1.72